1.
{
  "formula": "C41H29Cl3F3FeN4O5S2",
  "method": "the ωB97M-V functional and the def2-TZVPD basis",
  "symbols": ["Fe", "O", "S", "O", "N", "C", "C", "C", "C", "C", "C", "C", "C", "N", "C", "C", "C", "C", "C", "C", "C", "H", "H", "H", "H", "H", "H", "H", "H", "H", "H", "H", "C", "C", "C", "C", "C", "C", "C", "C", "H", "H", "H", "H", "H", "F", "C", "F", "F", "C", "O", "O", "Cl", "C", "C", "C", "C", "C", "C", "N", "C", "C", "N", "C", "O", "C", "C", "C", "Cl", "S", "C", "C", "C", "Cl", "C", "H", "H", "H", "H", "H", "H", "H", "H", "H", "H", "H", "H", "H"],
  "positions_angstrom": [[0.18, -0.58, -0.07], [-0.96, -1.55, 3.31], [-1.42, -1.61, 1.96], [-0.64, -2.38, 0.97], [-1.49, -0.21, 1.22], [-1.69, 1.05, 1.76], [-2.43, 1.39, 2.87], [-2.61, 2.74, 3.23], [-2.04, 3.75, 2.51], [-1.25, 3.43, 1.38], [-0.58, 4.40, 0.60], [0.20, 4.00, -0.45], [0.33, 2.63, -0.73], [-0.28, 1.71, -0.02], [-1.07, 2.09, 1.02], [-3.03, -2.34, 2.00], [-3.44, -3.16, 0.96], [-4.70, -3.74, 1.00], [-5.55, -3.47, 2.07], [-5.13, -2.65, 3.11], [-3.86, -2.09, 3.09], [-2.88, 0.60, 3.47], [-3.20, 2.97, 4.11], [-2.17, 4.79, 2.79], [-0.71, 5.45, 0.84], [0.73, 4.72, -1.06], [0.93, 2.28, -1.55], [-2.77, -3.35, 0.13], [-5.01, -4.41, 0.21], [-6.53, -3.92, 2.11], [-5.79, -2.45, 3.95], [-3.49, -1.50, 3.91], [1.69, -0.53, 1.21], [2.42, -1.28, 1.82], [3.25, -2.21, 2.53], [4.43, -2.68, 1.95], [5.21, -3.61, 2.62], [4.82, -4.08, 3.87], [3.63, -3.63, 4.44], [2.85, -2.70, 3.77], [4.72, -2.31, 0.97], [6.13, -3.98, 2.17], [5.43, -4.81, 4.39], [3.31, -4.02, 5.39], [1.92, -2.34, 4.20], [3.78, -1.69, -2.89], [2.70, -0.95, -3.13], [2.04, -1.50, -4.18], [3.11, 0.27, -3.50], [1.75, -0.90, -1.92], [1.55, -1.96, -1.31], [1.18, 0.18, -1.64], [-2.92, -6.95, 1.78], [-2.47, -6.34, 0.23], [-1.50, -5.36, 0.13], [-1.12, -4.91, -1.13], [-1.71, -5.41, -2.29], [-1.20, -4.96, -3.65], [-1.96, -3.75, -4.16], [-2.02, -2.70, -3.15], [-3.11, -2.34, -2.39], [-2.65, -1.41, -1.50], [-1.30, -1.21, -1.70], [-0.96, -2.00, -2.70], [0.17, -4.62, -3.58], [1.02, -5.76, -3.60], [2.33, -5.46, -2.93], [3.45, -6.19, -3.16], [3.60, -7.50, -4.27], [4.77, -5.72, -2.17], [3.82, -4.50, -1.43], [2.55, -4.47, -1.92], [-2.73, -6.35, -2.15], [-3.56, -6.97, -3.55], [-3.11, -6.83, -0.90], [-1.02, -4.95, 1.01], [-0.34, -4.17, -1.22], [-1.34, -5.76, -4.38], [-2.97, -4.04, -4.43], [-1.45, -3.37, -5.05], [-4.09, -2.75, -2.56], [-3.19, -0.87, -0.74], [0.03, -2.12, -3.13], [1.19, -6.08, -4.63], [0.54, -6.59, -3.07], [4.26, -3.87, -0.68], [1.81, -3.75, -1.60], [-3.88, -7.58, -0.82]],
  "lowdin_charge": [0.969, -0.265, 0.608, -0.356, -0.178, -0.243, -0.003, -0.067, -0.043, -0.151, 0.000, -0.033, -0.091, 0.081, -0.151, -0.253, -0.087, -0.067, -0.068, -0.066, -0.057, 0.094, 0.107, 0.111, 0.120, 0.107, 0.108, 0.071, 0.110, 0.107, 0.108, 0.106, -0.047, -0.090, -0.243, -0.048, -0.085, -0.092, -0.081, -0.025, 0.107, 0.102, 0.100, 0.102, 0.114, 0.175, -0.531, 0.148, 0.170, -0.551, -0.010, -0.060, 0.699, -0.664, -0.099, -0.002, -0.184, -0.309, -0.044, -0.044, -0.039, -0.123, 0.048, -0.121, -0.105, -0.149, -0.294, -0.980, 0.648, 1.000, -0.397, -0.128, -0.578, 0.717, -0.127, 0.115, 0.112, 0.129, 0.128, 0.144, 0.129, 0.111, 0.126, 0.120, 0.144, 0.053, 0.074, 0.108],
  "relative_energy_ev": 0.389,
  "lumo_ev": [0.0, -1.0],
  "spin_multiplicity": 6,
  "orbital_gap_ev": [8.125, 7.075]
}


2.
{
  "formula": "C41H29ClF3MgN5P",
  "method": "the ωB97M-V functional and the def2-TZVPD basis",
  "symbols": ["Mg", "N", "C", "N", "C", "N", "N", "C", "C", "C", "C", "C", "C", "N", "C", "C", "C", "C", "C", "C", "H", "H", "H", "H", "H", "H", "H", "H", "H", "H", "H", "Cl", "C", "C", "C", "C", "C", "C", "P", "C", "C", "C", "C", "C", "C", "C", "C", "C", "C", "C", "C", "H", "H", "H", "H", "H", "H", "H", "H", "H", "H", "H", "H", "H", "H", "F", "C", "F", "F", "C", "C", "C", "C", "C", "C", "C", "C", "H", "H", "H", "H"],
  "positions_angstrom": [[9.73, 12.93, 13.65], [7.22, 9.86, 15.54], [7.90, 10.56, 14.62], [8.08, 11.90, 14.63], [7.73, 12.59, 15.72], [8.19, 13.76, 16.03], [9.00, 14.26, 15.11], [9.65, 15.40, 15.25], [10.65, 15.77, 14.26], [11.56, 16.82, 14.36], [12.46, 17.00, 13.32], [12.54, 16.02, 12.29], [11.61, 14.96, 12.30], [10.62, 14.86, 13.20], [7.01, 11.89, 16.79], [6.78, 12.48, 18.08], [6.56, 11.68, 19.24], [6.42, 10.28, 19.12], [6.71, 9.71, 17.86], [6.93, 10.49, 16.76], [7.22, 8.82, 15.52], [8.34, 10.08, 13.76], [9.45, 16.03, 16.14], [11.47, 17.46, 15.18], [13.06, 17.91, 13.32], [13.26, 16.09, 11.47], [11.70, 14.16, 11.57], [6.91, 13.54, 18.11], [6.27, 12.13, 20.25], [5.99, 9.69, 19.95], [6.81, 8.58, 17.89], [12.73, 11.70, 11.26], [11.80, 11.89, 9.84], [12.46, 12.32, 8.75], [11.82, 12.32, 7.49], [10.46, 11.92, 7.44], [9.86, 11.44, 8.56], [10.39, 11.48, 9.83], [9.41, 11.38, 11.38], [7.69, 11.73, 10.73], [6.60, 10.87, 10.98], [5.34, 11.07, 10.37], [5.17, 12.14, 9.56], [6.22, 13.03, 9.28], [7.46, 12.85, 9.86], [9.54, 9.56, 11.53], [8.93, 8.74, 10.60], [9.12, 7.36, 10.75], [9.98, 6.85, 11.70], [10.64, 7.68, 12.61], [10.47, 9.05, 12.47], [13.54, 12.58, 8.78], [12.42, 12.59, 6.64], [9.80, 12.06, 6.57], [8.86, 11.02, 8.34], [6.73, 9.90, 11.51], [4.62, 10.23, 10.49], [4.20, 12.33, 9.07], [6.03, 14.01, 8.75], [8.22, 13.54, 9.57], [8.25, 9.06, 9.81], [8.61, 6.69, 10.04], [10.19, 5.77, 11.75], [11.32, 7.23, 13.25], [10.94, 9.76, 13.16], [15.72, 7.36, 19.04], [14.85, 7.03, 18.09], [15.53, 6.29, 17.22], [13.95, 6.20, 18.70], [14.18, 8.20, 17.45], [13.04, 8.79, 18.08], [12.43, 9.87, 17.55], [12.88, 10.39, 16.27], [14.17, 9.95, 15.78], [14.80, 8.84, 16.32], [12.06, 11.17, 15.46], [11.31, 11.98, 14.86], [12.67, 8.50, 19.11], [11.57, 10.29, 18.02], [14.58, 10.50, 14.94], [15.72, 8.38, 15.93]],
  "lowdin_charge": [0.484, 0.148, -0.052, 0.071, -0.315, 0.088, -0.071, -0.008, -0.216, 0.004, -0.018, -0.004, -0.104, 0.038, -0.052, 0.021, -0.050, -0.049, -0.024, -0.204, 0.186, 0.102, 0.144, 0.106, 0.121, 0.113, 0.067, 0.100, 0.128, 0.121, 0.140, 0.745, -0.684, -0.134, -0.024, -0.066, -0.138, -0.341, 1.059, -0.343, -0.102, -0.086, -0.100, -0.073, -0.102, -0.393, -0.098, -0.068, -0.070, -0.060, -0.097, 0.123, 0.100, 0.119, 0.125, 0.105, 0.122, 0.120, 0.131, 0.096, 0.111, 0.116, 0.119, 0.090, 0.077, 0.165, -0.622, 0.145, 0.107, -0.101, -0.035, -0.037, -0.243, -0.013, 0.002, -0.197, -0.041, 0.143, 0.104, 0.103, 0.126],
  "relative_energy_ev": 2.214,
  "lumo_ev": -3.7,
  "total_charge": 1,
  "orbital_gap_ev": 6.028
}


3.
{
  "formula": "C41H29IN8NaPS3",
  "method": "the ωB97M-V functional and the def2-TZVPD basis",
  "symbols": ["Na", "N", "C", "S", "N", "N", "C", "C", "C", "C", "C", "C", "N", "H", "H", "H", "H", "H", "H", "H", "I", "C", "C", "C", "C", "C", "C", "C", "C", "C", "P", "C", "C", "C", "C", "C", "C", "C", "C", "C", "C", "C", "C", "C", "H", "H", "H", "H", "H", "H", "H", "H", "H", "H", "H", "H", "H", "H", "H", "H", "S", "N", "C", "C", "C", "C", "C", "N", "C", "C", "N", "C", "C", "C", "C", "C", "N", "H", "H", "H", "H", "H", "H", "S"],
  "positions_angstrom": [[-0.15, 0.02, 0.26], [2.39, 1.78, -3.60], [1.86, 1.27, -2.41], [1.08, 2.40, -1.36], [2.09, 0.00, -2.26], [1.39, -0.66, -1.28], [2.01, -1.68, -0.78], [1.42, -2.59, 0.17], [2.23, -3.56, 0.79], [1.67, -4.45, 1.68], [0.29, -4.37, 1.95], [-0.43, -3.38, 1.31], [0.09, -2.50, 0.44], [2.66, 2.75, -3.53], [3.09, 1.17, -4.01], [3.05, -1.87, -1.07], [3.29, -3.59, 0.57], [2.29, -5.19, 2.17], [-0.20, -5.05, 2.64], [-1.50, -3.29, 1.49], [-3.34, -0.81, 1.28], [-4.23, -2.59, 0.55], [-4.92, -3.25, 1.56], [-5.68, -4.38, 1.28], [-5.77, -4.83, -0.01], [-5.07, -4.18, -1.07], [-5.24, -4.66, -2.39], [-4.60, -4.05, -3.44], [-3.72, -3.00, -3.20], [-3.47, -2.50, -1.92], [-2.08, -1.29, -1.75], [-2.92, 0.27, -2.28], [-4.30, 0.40, -2.34], [-4.89, 1.64, -2.58], [-4.10, 2.77, -2.76], [-2.71, 2.65, -2.71], [-2.13, 1.41, -2.47], [-1.05, -1.70, -3.21], [-0.25, -2.84, -3.08], [0.62, -3.23, -4.08], [0.73, -2.46, -5.24], [-0.05, -1.33, -5.39], [-0.94, -0.96, -4.38], [-4.21, -3.04, -0.81], [-4.87, -2.86, 2.57], [-6.21, -4.89, 2.08], [-6.38, -5.69, -0.26], [-5.89, -5.51, -2.55], [-4.75, -4.41, -4.45], [-3.19, -2.56, -4.04], [-4.94, -0.47, -2.19], [-5.97, 1.73, -2.60], [-4.55, 3.74, -2.94], [-2.07, 3.51, -2.83], [-1.05, 1.35, -2.40], [-0.31, -3.42, -2.16], [1.24, -4.11, -3.95], [1.44, -2.74, -6.01], [0.04, -0.72, -6.28], [-1.55, -0.07, -4.52], [2.86, 7.37, 2.77], [1.44, 6.61, 3.12], [1.58, 5.36, 2.70], [0.59, 4.33, 2.75], [-0.71, 4.59, 3.21], [-1.65, 3.60, 3.20], [-1.28, 2.34, 2.69], [-0.08, 2.05, 2.26], [0.90, 3.00, 2.30], [2.21, 2.70, 1.82], [2.64, 1.40, 1.52], [3.70, 1.24, 0.72], [4.52, 2.28, 0.32], [4.28, 3.54, 0.83], [3.14, 3.76, 1.59], [2.86, 5.08, 2.11], [3.68, 6.11, 2.08], [-0.93, 5.59, 3.55], [-2.67, 3.78, 3.55], [-2.01, 1.54, 2.64], [3.89, 0.21, 0.45], [5.36, 2.08, -0.34], [4.95, 4.37, 0.64], [2.00, -0.05, 2.24]],
  "nbo_charge": [0.839, -0.826, 0.279, -0.483, -0.484, -0.235, -0.006, 0.182, -0.242, -0.171, -0.281, 0.055, -0.457, 0.381, 0.371, 0.170, 0.209, 0.201, 0.212, 0.211, 0.089, -0.237, -0.322, -0.246, -0.286, -0.052, -0.295, -0.257, -0.237, -0.476, 0.827, -0.346, -0.210, -0.227, -0.237, -0.224, -0.164, -0.327, -0.194, -0.219, -0.233, -0.219, -0.157, 0.044, 0.204, 0.189, 0.183, 0.181, 0.188, 0.203, 0.228, 0.196, 0.194, 0.215, 0.232, 0.220, 0.198, 0.193, 0.197, 0.212, 0.688, -0.687, 0.200, -0.184, -0.133, -0.317, 0.057, -0.445, 0.193, 0.113, -0.394, 0.108, -0.324, -0.127, -0.059, 0.114, -0.657, 0.217, 0.204, 0.175, 0.222, 0.211, 0.220, -0.345],
  "relative_energy_ev": 0.247,
  "lumo_ev": [3.5, 3.6],
  "total_charge": -2,
  "orbital_gap_ev": [3.111, 3.991]
}